[1]
C10H18N2O5 in the gas phase, computed with the ωB97M-V functional and the def2-TZVPD basis.

total charge: 0
LUMO: 0.36 eV
E_HOMO: -0.3495 hartree
calculated total energy: -877.3743 a.u.
SMILES: CC(C)C[C@H](N)C(=O)N[C@@H](CC(=O)O)C(=O)O
multiplicity: 1
ΔE to the lowest compared entry with this formula, charge and spin: 696.5 kJ/mol

XYZ file:
```
35
Properties=species:S:1:pos:R:3:forces:R:3:lowdin_charge:R:1
H -1.3304 -0.7234 -1.2521 0.0 -0.9 -0.6 0.08
H 1.8466 -1.0485 2.7281 1.4 -0.9 -1.9 0.16
H -3.4792 1.9615 0.4546 4.1 -2.0 2.4 0.20
H -1.1231 -0.2040 0.9714 -1.8 1.6 -1.0 0.18
O 4.7226 -0.7090 -1.1168 -1.2 1.1 0.3 0.14
H -3.4885 -1.7446 -1.6236 0.4 0.4 1.2 0.13
C 2.3117 -1.1729 -0.7278 1.2 -0.1 -2.7 -0.07
H -2.0833 1.8808 1.6529 0.8 2.3 1.7 0.04
C -2.2272 -0.2073 -0.9954 1.9 3.0 1.9 -0.12
H -2.2054 0.7123 -1.6940 -1.4 -1.9 0.0 0.17
H -4.7419 0.4336 -1.5901 -0.7 1.5 -4.1 0.02
C -0.6029 1.2582 -0.2967 4.3 0.8 -3.4 -0.50
H 2.0697 -1.3603 -1.7744 0.3 -0.2 -0.3 0.14
H 1.1404 1.0813 -1.1782 0.7 0.9 -0.7 0.09
O 2.1323 -1.2442 1.7569 -2.2 2.9 2.7 -0.01
N -2.6230 1.3419 1.0686 -4.2 0.5 -3.3 0.06
C 3.6453 -0.3174 -0.7774 -1.9 0.3 1.9 -0.35
O 3.3033 0.9944 -0.1888 1.2 -2.8 -1.6 0.05
C -3.3845 -2.0565 0.6746 3.4 2.7 -1.1 -0.01
C -1.6812 0.6306 0.2802 -1.6 -6.2 1.8 -0.39
C 1.0650 -0.5932 -0.1993 -2.5 0.2 2.2 -0.29
H 4.1533 1.4221 -0.0679 0.4 0.5 0.1 0.11
H -4.2750 0.6670 -0.0741 -2.5 -2.4 -0.9 0.09
C 1.4259 -0.0880 1.1954 0.6 -1.0 1.6 -0.44
H -2.4260 -2.6030 0.8804 0.0 0.7 -1.1 0.06
C -4.6738 -0.2134 -0.8374 1.3 0.0 7.1 -0.08
H -3.3617 -1.3672 1.4820 0.1 1.2 0.8 0.03
H -5.5629 -0.8024 -0.4671 0.7 1.3 -0.6 0.11
O 1.1561 0.8690 1.8818 0.1 -1.5 -1.4 0.14
H 2.4279 -2.1467 -0.2970 0.9 -0.3 0.2 0.12
C -3.4138 -1.0348 -0.7279 -1.9 -4.5 -1.6 -0.36
H -3.9795 -2.7826 1.1248 -2.7 -1.3 -1.0 0.03
H 0.3376 -1.5042 0.2259 1.5 2.2 -1.9 0.22
N 0.4114 0.4066 -1.1054 -0.8 -0.6 3.4 0.12
O -0.4672 2.4219 -0.4299 0.2 2.4 0.0 0.15
```
Forces are in eV/Å.


[2]
2 unconnected molecules or ions with the total composition C10H18N3O, computed with the ωB97M-V functional and the def2-TZVPD basis.

total charge: +1
LUMO: -3.95 eV
E_HOMO: -0.4161 hartree
calculated total energy: -630.9849 a.u.
multiplicity: 1
ΔE to the lowest compared entry with this formula, charge and spin: 492.0 kJ/mol

XYZ file:
```
32
Properties=species:S:1:pos:R:3:forces:R:3:lowdin_charge:R:1
H 1.6066 -3.1644 -2.5176 -0.4 -0.3 1.0 0.12
H 1.7012 -3.5714 -0.7709 0.1 0.0 0.5 0.08
H 1.7869 -0.2250 -2.7652 1.1 0.2 0.0 0.10
C 1.7594 -2.7624 -1.4739 -2.5 0.2 -2.6 -0.04
C -0.1841 0.4260 -2.4614 6.0 -0.7 -1.8 -0.05
O -1.9853 1.4645 -1.8375 -0.9 -1.9 0.3 0.01
H -0.7770 1.9580 2.9632 0.4 -1.3 0.1 0.17
C 0.7582 -1.6304 -1.4098 1.2 1.5 -0.6 -0.26
C -0.3521 1.6194 0.9773 -1.2 4.9 -3.8 -0.28
H 2.6503 -2.3365 -1.7056 3.4 0.9 0.5 0.03
H -2.4563 -0.9721 -0.2897 1.7 0.0 -1.3 0.14
H -0.5980 -2.6840 -0.1446 0.0 -0.7 -0.1 0.10
N -0.2715 1.3444 2.3189 1.4 -2.4 2.1 0.01
H -1.1868 2.3719 0.9761 0.1 -0.9 -0.6 0.14
C 0.3243 0.0790 2.5997 -1.4 0.9 1.1 -0.30
N -0.4866 -1.0261 2.6779 -0.4 1.7 -0.9 0.22
C -0.4345 -1.8640 -0.8127 -2.2 1.8 0.5 -0.10
H 0.4691 2.7968 -0.7675 0.4 -1.2 -0.5 0.07
H 2.1882 -0.6136 2.8863 2.6 -5.8 0.7 0.06
H -0.3089 -1.8954 3.1762 0.5 0.3 -0.4 0.14
C -1.3120 0.1970 -1.7857 -2.0 1.7 1.5 -0.33
C -1.4893 -0.9097 -0.9317 -1.3 0.8 0.4 -0.04
H -1.4076 -0.9777 2.1391 1.8 0.2 1.4 0.16
C 0.7292 2.5571 0.2596 -1.6 0.9 1.5 -0.04
N 1.6293 0.1051 2.8139 -1.6 4.4 -1.2 0.28
H 2.3193 0.8477 2.5390 -2.2 0.2 0.5 0.18
H 0.5505 3.5991 0.6050 0.3 -0.6 0.7 0.08
C 0.9603 -0.3357 -2.1086 -2.8 -2.9 -0.8 0.02
H 1.7376 2.3075 0.5224 0.7 -0.2 -0.6 0.05
H -2.3964 1.5715 -0.9871 -0.8 0.3 0.5 0.07
H 0.0188 1.2170 -3.2751 -1.0 -1.0 1.8 0.17
H -0.6700 0.8327 0.3241 0.2 -0.8 0.1 0.06
```
Forces are in eV/Å.


[3]
A molecular structure, C10H18N4PdS2, computed with the ωB97M-V functional and the def2-TZVPD basis.

total charge: +2
LUMO (spin up / spin down): -6.30 / -8.38 eV
E_HOMO (spin up / spin down): -0.5467 / -0.5583 hartree
calculated total energy: -1534.5592 a.u.
<S²>: 2.013
multiplicity: 3

XYZ file:
```
35
Properties=species:S:1:pos:R:3:forces:R:3:lowdin_charge:R:1
H -0.8450 -0.5675 -3.7808 0.0 0.0 0.0 0.11
C 1.6598 1.3740 -2.0803 0.0 0.0 -0.1 -0.23
H 0.1826 1.3187 -3.6947 0.0 0.0 0.0 0.08
C -1.5789 -0.6943 -2.9884 0.0 -0.1 0.0 -0.22
C -2.1912 0.6435 -2.6193 0.0 0.1 0.0 -0.40
S -0.4675 -0.2533 2.0770 -0.4 -0.2 0.0 0.62
C 0.3945 1.8578 -2.7729 -0.1 0.0 0.0 -0.39
C 1.3588 0.2263 5.4772 0.0 0.0 -0.2 -0.03
C 0.3302 0.3173 6.4168 0.1 0.0 0.1 0.01
H 0.5082 2.9098 -3.0281 0.0 0.0 0.0 0.10
C 1.4295 -1.0726 -2.5181 0.0 0.0 0.0 -0.16
H 2.3960 0.2856 5.7862 0.0 0.0 0.0 0.14
H 0.6310 -2.6310 -1.2765 0.0 -0.1 0.0 0.13
H -2.0747 0.0834 4.2342 0.0 0.0 0.0 0.16
H 2.3752 -1.6075 -2.6009 0.1 0.1 0.0 0.14
H 1.2400 -0.6248 -3.4920 0.0 0.0 0.0 0.12
H -2.5374 1.1746 -3.5060 0.0 0.0 0.0 0.10
H 0.5236 0.4309 7.4728 0.0 0.0 0.0 0.13
H -3.0435 0.5242 -1.9486 0.0 0.0 0.0 0.09
C -0.0987 0.0009 3.7388 0.4 0.2 -0.1 -0.74
C 0.3407 -2.0658 -2.1611 0.0 0.0 -0.1 -0.17
N 1.1476 0.0697 4.1732 0.1 0.0 0.1 0.10
N -0.9217 -1.3624 -1.8384 0.0 0.2 0.2 -0.13
N 1.5241 0.0144 -1.5112 -0.2 0.0 0.2 -0.13
H 2.3116 -0.1546 -0.8948 0.0 0.0 0.0 0.14
H 0.2112 -2.7727 -2.9840 -0.1 0.0 0.0 0.14
C -0.9427 0.2656 5.9341 -0.1 0.0 0.0 0.00
H 2.4778 1.4079 -2.8037 0.1 0.0 0.0 0.14
N -1.1330 0.1151 4.6071 -0.1 0.0 0.0 0.10
H 1.9119 2.0473 -1.2636 0.0 0.0 0.1 0.13
H -2.3656 -1.3299 -3.3970 0.0 -0.1 0.0 0.14
Pd -0.2895 0.0070 -0.2010 0.2 0.0 -0.3 0.55
H -1.5646 -2.0196 -1.4096 0.0 0.0 0.0 0.14
H -1.8267 0.3435 6.5514 0.0 0.0 0.0 0.15
S -1.0733 1.7387 -1.6978 0.0 0.0 0.2 0.94
```
Forces are in eV/Å.


[4]
A molecular structure, C10H18N4PtSSbSe4, computed with the ωB97M-V functional and the def2-TZVPD basis.

total charge: -1
LUMO (spin up / spin down): 0.20 / 0.20 eV
E_HOMO (spin up / spin down): -0.1346 / -0.1337 hartree
calculated total energy: -10974.4279 a.u.
<S²>: 2.020
multiplicity: 3
ΔE to the lowest compared entry with this formula, charge and spin: 144.0 kJ/mol

XYZ file:
```
39
Properties=species:S:1:pos:R:3:forces:R:3:lowdin_charge:R:1
C -2.3529 0.4538 1.2820 0.0 0.0 0.1 -0.21
H 2.7420 -1.1825 -0.6143 0.0 0.0 0.1 0.09
H -2.1569 -0.5826 3.1857 0.0 0.0 0.0 0.11
S -0.6385 -4.4123 -4.5710 0.2 0.1 0.2 0.67
C -0.2467 -1.8341 -2.8477 0.2 -0.4 -0.3 -0.03
Se 2.7208 1.1324 2.1829 0.2 -0.2 -0.2 -0.06
Pt 1.0962 0.6659 0.5748 -0.3 0.6 0.6 0.61
Se 4.0176 4.3816 4.2452 -0.4 -0.4 -0.4 -0.29
Se 0.1747 2.9457 4.6061 0.2 -0.2 -0.3 -0.20
H -1.1034 -1.9815 -3.4884 -0.1 0.1 0.0 0.08
H 2.7719 -4.2371 -3.7088 0.0 -0.1 0.0 0.10
H -0.9459 0.0016 -1.9934 0.0 0.0 0.0 0.11
C -0.1546 -0.7363 -2.0208 0.0 0.3 0.2 -0.11
N 0.8929 -0.4965 -1.2233 0.0 -0.8 -0.3 -0.12
H -1.2415 0.9158 3.0941 0.1 -0.1 0.0 0.03
H -0.9865 2.2979 -0.9044 0.1 -0.1 0.0 0.08
C 0.7865 -2.7709 -2.8822 0.2 0.8 0.6 -0.23
H 1.8550 -5.3789 -4.6185 0.0 0.0 0.0 0.09
H 2.7023 -3.2178 -1.9698 0.0 0.1 0.1 0.11
H -0.5323 -1.5946 1.7669 0.0 0.0 0.0 0.08
H -1.7901 0.1294 0.4012 -0.1 -0.1 -0.1 0.07
H -3.3211 -0.0532 1.2577 0.0 0.0 0.0 0.10
H -1.5198 3.8194 0.9764 0.1 0.0 0.1 0.09
N -0.3184 -0.6672 2.1147 -0.1 0.2 -0.1 -0.07
N 1.8776 -4.6378 -3.9397 0.1 0.4 0.1 0.08
N -0.4301 2.3297 -0.0536 0.2 -0.5 0.1 -0.11
C -1.5463 0.0367 2.5195 -0.1 0.1 -0.1 -0.27
C 1.8731 -2.5271 -2.0352 -0.2 -0.2 -0.3 0.00
H -3.2373 2.1906 0.3617 0.0 0.0 0.0 0.10
H -3.0633 2.3043 2.1150 -0.1 0.0 0.0 0.12
C 1.8916 -1.3976 -1.2462 0.0 0.1 -0.2 -0.14
H 0.3135 -0.7599 2.9023 0.1 0.0 0.0 0.05
Se 1.3587 4.8434 1.1277 0.3 -0.2 0.2 -0.15
H -0.6973 2.6570 1.9909 0.0 0.1 0.0 -0.02
H 0.2840 3.0588 -0.1762 0.0 0.1 0.2 -0.07
C 0.7377 -3.9325 -3.7833 -0.4 -0.8 -0.7 -0.82
C -1.2783 2.7598 1.0758 -0.3 -0.1 0.1 -0.34
C -2.5698 1.9628 1.2020 0.2 -0.1 -0.2 -0.20
Sb 2.0347 3.5141 3.0943 0.0 1.2 0.6 -0.33
```
Forces are in eV/Å.


[5]
C10H18S in the gas phase, computed with the ωB97M-V functional and the def2-TZVPD basis.

total charge: 0
LUMO: 0.41 eV
E_HOMO: -0.2667 hartree
calculated total energy: -789.7293 a.u.
SMILES: CC[C@@H]1CC2=[S@H](C)=C[C@]2(C)C1
multiplicity: 1
ΔE to the lowest compared entry with this formula, charge and spin: 687.7 kJ/mol

XYZ file:
```
29
Properties=species:S:1:pos:R:3:forces:R:3:lowdin_charge:R:1
H -0.2436 -1.6263 0.7027 -0.8 0.4 0.6 0.08
C -3.8357 0.4677 0.1559 -0.2 -1.3 -1.2 -0.35
C 0.0562 1.4685 0.1169 -0.1 -2.6 0.7 -0.62
H 2.5547 -3.0032 0.3958 0.3 -0.3 1.5 0.04
C 1.3859 -0.6202 -0.1020 -0.4 -1.0 0.8 -0.34
H 1.5168 0.9419 -1.5837 -1.0 -0.1 0.9 0.15
H -3.0111 1.0924 2.0185 1.3 -0.3 0.5 0.02
H 2.2687 -3.8779 -1.0999 -0.2 -0.5 0.0 0.05
H 3.4904 -2.6187 -1.0937 -0.9 -0.2 0.8 0.09
C 0.7400 0.4915 -0.8772 2.2 1.8 -0.5 -0.14
H 0.0170 0.0696 -1.5202 -1.1 -0.5 -0.6 0.09
H -4.4160 -0.4641 0.3567 -0.5 1.4 0.9 0.06
H -1.9003 2.4797 0.0194 0.1 0.1 0.4 0.07
H 1.4045 -1.5878 -2.0942 0.1 -0.5 1.4 0.12
H 0.4677 3.2694 -0.8371 0.0 0.2 0.5 0.09
C 0.3585 -0.7989 1.0805 1.5 0.4 0.4 -0.19
H 0.4210 -2.5054 -0.8036 1.3 1.5 -0.6 0.13
C 2.4971 -2.9311 -0.6477 0.6 1.9 -2.4 -0.11
H 1.6597 2.9597 0.4613 -0.3 -0.5 -0.3 0.09
C -1.4281 1.4973 -0.0310 -0.9 -0.6 -0.4 -0.32
H -4.1639 1.5178 0.2251 -0.8 -0.9 0.1 0.05
H 2.4018 -0.4119 0.3173 -0.7 0.1 -0.6 0.15
C -0.1937 0.6362 1.3926 1.5 0.4 0.3 -0.12
C 0.5981 2.8433 0.1737 0.0 2.3 1.3 -0.07
C 1.3934 -1.8793 -0.9912 -0.5 -1.8 -0.4 -0.23
H 0.8730 -1.1721 2.0282 -0.8 0.5 -1.0 0.12
H 0.0533 3.4866 0.9736 0.6 -1.0 -1.5 0.12
S -2.2761 0.4024 1.0765 -1.1 0.7 -1.3 0.94
H -3.6362 0.2439 -0.8891 0.6 0.5 -0.2 0.04
```
Forces are in eV/Å.


[6]
4 unconnected molecules or ions with the total composition C10H19Br6N2O2S, computed with the ωB97M-V functional and the def2-TZVPD basis.

total charge: +1
LUMO: -3.25 eV
E_HOMO: -0.4225 hartree
calculated total energy: -16494.4434 a.u.
multiplicity: 1

XYZ file:
```
40
Properties=species:S:1:pos:R:3:forces:R:3:lowdin_charge:R:1
H 4.7017 -0.0634 5.4072 0.0 0.0 0.0 0.05
N -4.6063 -0.4886 -0.2854 -0.2 -0.2 0.2 0.14
H 0.4707 -2.4195 3.5990 0.0 0.0 0.0 0.05
Br -2.5129 1.3270 -5.2980 0.0 0.1 0.0 0.67
H -1.9403 0.3401 -2.9339 0.0 -0.2 0.0 0.02
H -0.8735 3.1748 -5.5097 0.0 0.0 -0.1 0.07
C -3.7510 0.0863 -1.1151 0.1 0.2 0.0 -0.01
H -0.3828 -0.5542 2.0405 0.0 0.0 0.0 0.01
C -0.3025 -0.4586 3.1187 -0.1 0.0 0.0 -0.69
Br -2.0639 -0.9194 3.8129 -0.1 0.0 0.0 0.59
H -4.7676 -2.5024 0.5483 -0.1 0.2 0.0 0.14
H -0.5713 2.2436 -4.0317 0.0 0.1 0.0 0.05
H 1.6896 -1.2386 3.0821 0.0 0.0 0.0 0.02
H -2.5231 -2.8945 -0.9354 -0.1 0.1 0.0 0.15
O -0.4763 1.2468 -1.0011 0.1 -0.1 0.0 -0.32
H 3.5869 0.6579 4.2341 0.0 0.0 0.0 0.03
H 5.3635 2.2755 4.5408 0.0 0.0 0.0 0.06
H 0.7401 -0.3129 -2.1264 -0.1 0.0 0.0 0.02
Br 0.7352 -0.2369 -4.8055 0.1 0.0 -0.2 0.71
C -3.1378 -2.0159 -0.8205 0.4 -0.1 -0.3 0.01
C 5.6102 1.3438 4.0369 0.1 0.0 0.0 -0.71
Br 4.7691 -1.2882 3.2521 0.0 0.0 0.0 0.61
H 5.6723 1.5119 2.9662 0.0 0.0 0.0 0.05
C 0.3091 1.3882 -5.7981 0.0 0.1 0.0 -0.63
C 4.5973 0.2853 4.3849 0.0 0.0 0.0 -0.71
S -0.3164 -0.1492 -1.2977 0.2 0.4 0.5 0.67
H -3.7683 1.1146 -1.4481 0.0 -0.1 0.0 0.18
H -1.5308 -1.3869 -3.0226 0.0 0.0 0.2 0.11
C -0.7665 2.1746 -5.0987 -0.1 -0.1 0.1 -0.65
Br 7.3963 0.8696 4.6285 0.0 0.0 0.0 0.62
C -4.2460 -1.8089 -0.0909 -0.1 -0.1 0.2 0.00
H 0.0208 1.0748 -6.7961 0.0 0.0 0.0 0.06
H 1.2320 1.9610 -5.8429 0.0 0.0 0.0 0.07
H -5.4050 -0.0332 0.1338 0.1 0.0 0.0 0.19
O -0.2297 -1.1163 -0.2427 -0.1 -0.2 -0.1 -0.33
H -0.1294 0.5790 3.3866 0.0 0.0 0.0 0.06
N -2.8471 -0.8249 -1.4678 -0.2 0.0 0.0 -0.07
Br 1.2151 -1.0110 5.4972 -0.1 0.0 0.0 0.64
C 0.7668 -1.3763 3.6440 0.1 0.0 0.0 -0.70
C -1.7281 -0.5551 -2.3457 0.0 0.0 -0.3 -0.23
```
Forces are in eV/Å.


[7]
A molecular structure, C10H19Cl6CuNO4Pd, computed with the ωB97M-V functional and the def2-TZVPD basis.

total charge: +2
LUMO (spin up / spin down): -7.52 / -12.67 eV
E_HOMO (spin up / spin down): -0.5445 / -0.5443 hartree
calculated total energy: -5276.8042 a.u.
<S²>: 3.763
multiplicity: 4

XYZ file:
```
42
Properties=species:S:1:pos:R:3:forces:R:3:lowdin_charge:R:1
H 0.5789 -6.0580 0.8819 0.7 -0.5 0.2 0.09
C -2.8953 3.4961 0.3013 0.1 0.3 0.7 -0.55
Cl 3.8388 4.3243 2.0054 0.0 -0.1 -0.3 0.67
H -3.9833 3.4665 0.2427 0.1 -0.1 0.0 0.07
Cl -3.3175 4.3861 2.8166 -0.1 -0.2 0.1 0.62
H -2.6246 2.2354 2.1117 0.0 0.1 -0.2 0.06
O -0.3308 0.7171 2.6030 0.8 1.0 1.9 0.05
Pd -0.6168 -1.0473 3.9332 0.0 0.4 -0.1 1.06
C -0.4327 -3.9414 0.2118 1.5 -2.5 -0.8 -0.24
O -1.1944 -3.0569 -0.1529 -0.2 1.1 -0.7 -0.03
H 2.1475 -5.6157 0.0275 0.1 0.1 0.6 0.10
O -1.3301 -0.9557 1.8753 -2.6 -5.2 1.7 0.01
H 1.4965 -3.8045 -2.0400 -0.1 0.2 -0.3 0.11
O -0.9475 0.5729 0.4891 -0.9 1.4 -2.5 0.06
H -2.4852 2.7262 -0.3524 0.2 0.0 -0.2 0.04
N 0.3895 -4.7345 -0.5930 -2.7 1.6 3.0 -0.20
H 1.6819 1.5216 1.1116 0.2 -0.1 -0.2 0.05
C 2.4585 2.0300 1.6830 -0.5 -2.4 2.1 -0.71
Cl -0.0829 3.1221 -3.8059 -0.1 -0.9 0.8 0.81
C -0.0467 1.8865 -2.4873 0.4 -0.3 0.3 -0.61
H -0.3782 -4.2486 1.2676 -0.1 0.0 -0.1 0.14
H 2.8828 3.1185 0.1036 0.8 0.9 -0.2 0.08
C -2.4133 3.2532 1.7836 -0.3 1.7 -1.2 -0.62
C -0.9073 0.1629 1.6396 2.1 2.2 -1.0 -1.01
H 0.8330 2.0888 -1.8763 0.0 0.4 -0.1 0.07
C 2.6598 3.3409 1.1471 -0.3 1.5 -1.4 -0.72
H -1.3728 3.5469 1.9217 0.0 -0.5 -0.2 0.06
Cu -2.2674 -1.0368 -0.1826 1.0 -0.7 0.3 0.66
H -0.9041 2.0679 -1.8392 -0.4 0.2 -0.1 0.06
H 2.1358 2.0030 2.7238 0.0 0.2 0.0 0.07
Cl 1.6714 0.3406 -3.6965 -0.4 -0.5 0.0 0.66
Cl 3.9607 1.0628 1.6687 -0.1 -0.2 -0.3 0.59
H 0.0060 -0.2246 -2.0604 0.2 0.0 0.0 0.06
Cl -2.4768 5.1127 -0.4913 0.1 -1.4 0.9 0.66
H 0.6882 -5.3228 -2.4973 0.6 -0.2 0.1 0.11
H -0.7477 0.2016 -3.6327 0.3 -0.3 -0.2 0.09
C 0.0580 0.4257 -2.9335 -0.1 1.4 -0.5 -0.60
H 1.7185 3.8901 1.1245 -0.1 0.1 0.2 0.08
C 0.5993 -4.4095 -1.9089 -0.1 0.0 -3.4 -0.08
H 1.1445 -6.7739 -0.6585 -1.0 0.2 -0.4 0.11
H -0.2841 -4.0067 -2.4043 0.1 0.8 0.4 0.10
C 1.0898 -5.8637 -0.0612 0.7 0.0 1.1 -0.04
```
Forces are in eV/Å.